(1)
Below is a cluster of 2 separate species, C5H10OS2 in total at a distorted geometry, with properties calculated with ωB97M-V with the def2-TZVPD basis set.

```
18
Properties=species:S:1:pos:R:3:forces:R:3:mulliken_charge:R:1
C 2.16234 1.68989 0.61546 -1.93 0.08 -2.86 -0.577
C 0.60213 -0.73309 -1.16153 -0.05 0.42 0.37 -0.300
C 0.85356 -0.31523 0.23570 2.06 0.10 -2.59 -0.333
C -0.93028 -2.42929 1.24349 -0.80 2.92 0.51 -1.013
C -0.97264 2.05091 -0.31528 -0.27 2.36 -0.65 -0.740
O -2.07681 0.32760 -2.14695 2.16 0.00 1.77 -0.599
S 0.40595 -1.15060 1.46911 -1.63 -0.90 3.58 -0.006
S -0.69574 0.78336 -1.63589 -0.75 0.81 -3.27 0.452
H 3.01109 1.33385 0.04784 0.30 -0.62 -0.80 0.192
H 2.59049 1.73467 1.55492 0.45 -0.64 2.97 0.225
H 1.54542 -0.64191 -1.73751 -0.80 1.09 -0.06 0.320
H 0.26995 -1.76661 -1.51569 -0.63 1.33 1.20 0.401
H -0.47834 -3.33334 1.28647 1.20 -2.98 1.01 0.406
H -1.33318 -2.41995 0.28888 -0.71 0.53 -2.14 0.342
H -1.79931 -2.22759 1.91011 1.11 -0.28 0.00 0.326
H -0.90180 1.64478 0.64097 0.03 -0.69 1.71 0.259
H -0.22612 2.96761 -0.32328 -1.16 -2.40 -0.54 0.316
H -2.02670 2.48492 -0.45683 1.44 -1.11 -0.22 0.327
```
Positions in Å, forces in eV/Å.

Summary:
- Net charge: 0
- Kohn-Sham gap: 7.29 eV


(2)
Below is a structure of composition C23H55N13O24S2 at a distorted geometry, with properties calculated with ωB97M-V with the def2-TZVPD basis set.

```
117
Properties=species:S:1:pos:R:3:forces:R:3:mulliken_charge:R:1
C 2.82478 0.10668 -0.53002 0.15 0.16 0.38 -0.372
C 2.29353 0.44384 -1.70481 -0.22 -0.34 -0.37 -0.508
C 0.85394 0.17200 -2.08578 0.60 -0.74 -0.01 0.178
N 0.21057 1.47601 -2.35861 -0.62 -0.37 -0.28 -0.262
C -0.66599 1.92953 -1.37701 0.07 -0.18 -0.34 0.384
O -0.35294 2.26833 -0.27390 0.14 0.05 0.66 -0.604
O -1.93317 1.93736 -1.83647 -0.11 0.45 -0.31 -0.262
C -2.85832 2.76780 -1.11042 -0.08 0.05 0.28 -0.544
C -4.07071 3.05510 -1.98440 -0.18 -0.28 0.27 -0.462
C -5.22982 2.10048 -1.66284 0.19 0.05 0.34 -0.862
S -6.34962 2.00474 -3.06404 0.06 -0.10 -0.02 -0.187
C -7.84814 1.37867 -2.36824 0.18 0.05 -0.33 0.251
S -8.36658 1.69386 -0.84601 -0.04 0.07 -0.03 -0.260
N -8.52383 0.68166 -3.34010 -0.48 -0.52 0.92 0.005
C -9.96709 0.50196 -3.12153 -0.15 0.18 -0.10 -0.932
C -10.37463 -0.72008 -2.28384 -0.15 -0.09 -0.05 -0.652
C -7.86552 -0.53620 -3.88783 0.49 0.42 -0.74 -0.807
C -6.87090 -1.24181 -2.96890 -0.13 -0.39 -0.26 -0.832
H 2.69699 -0.87392 -0.07483 -1.22 0.43 0.48 0.220
H 3.38085 0.82554 0.06261 1.31 -0.50 -0.70 0.172
H 2.87218 0.97292 -2.46082 -0.39 1.18 0.60 0.305
H 0.35544 -0.31391 -1.24309 0.04 -0.04 -0.11 0.215
H 0.70767 -0.47110 -2.95555 0.03 0.14 -0.05 0.003
H -0.28762 1.45142 -3.23789 0.06 -0.08 0.00 0.312
H -2.35168 3.68585 -0.80305 0.07 -0.07 -0.16 0.217
H -3.15377 2.25587 -0.18910 0.07 0.00 -0.07 0.398
H -4.38642 4.07704 -1.77218 -0.06 -0.13 -0.32 0.231
H -3.79583 2.96098 -3.03886 0.13 0.19 0.09 0.414
H -5.78301 2.45352 -0.79131 -0.03 0.00 -0.11 0.539
H -4.85650 1.09894 -1.42196 -0.04 0.03 -0.18 0.397
H -10.33427 1.41452 -2.65377 0.08 -0.05 -0.04 0.544
H -10.42456 0.45879 -4.11491 0.07 -0.10 0.06 0.407
H -10.86553 -1.48173 -2.89350 0.10 0.02 0.01 0.326
H -9.51620 -1.19252 -1.80543 -0.06 0.10 0.03 0.055
H -11.07796 -0.42948 -1.50140 0.12 0.00 -0.01 0.340
H -7.33696 -0.25672 -4.80499 -0.07 -0.07 0.03 0.297
H -8.65271 -1.22582 -4.19364 -0.07 0.12 0.19 0.473
H -7.21106 -1.27734 -1.93071 0.10 0.12 -0.05 0.259
H -6.76797 -2.27108 -3.32462 0.01 0.07 0.04 0.274
H -5.88139 -0.79142 -3.04400 -0.10 0.08 0.28 0.319
C -2.17608 7.11145 -0.47516 0.15 -0.14 -0.06 -0.710
N -3.58126 6.63552 -0.37233 -0.06 0.00 -0.06 0.936
O -4.09775 6.18861 -1.38326 0.04 0.15 0.10 -0.533
O -4.12513 6.71530 0.70611 0.04 0.00 -0.07 -0.550
H -1.84894 6.96156 -1.49569 0.05 0.03 0.07 0.233
H -2.16399 8.16249 -0.20591 -0.02 -0.01 0.03 0.285
H -1.58251 6.52821 0.22389 -0.07 0.03 0.09 0.317
C -8.11768 -4.53558 -0.79617 0.08 -0.04 0.01 -0.754
N -8.11228 -4.36658 -2.27543 -0.02 0.01 -0.05 0.868
O -7.13810 -4.75025 -2.88872 -0.06 0.01 0.04 -0.520
O -9.08911 -3.84072 -2.77013 0.07 -0.03 0.03 -0.478
H -7.18587 -5.00613 -0.50748 0.00 0.00 -0.01 0.309
H -8.22175 -3.54535 -0.36168 -0.05 0.00 -0.01 0.283
H -8.97648 -5.15076 -0.54536 -0.03 0.04 0.00 0.302
C 6.78660 2.05336 1.73855 -0.12 -0.21 0.08 -0.831
N 5.95694 0.95799 1.16701 -0.14 0.25 -0.19 0.865
O 5.18400 0.36847 1.90141 0.02 0.04 -0.05 -0.407
O 6.14511 0.69916 -0.00400 -0.13 -0.09 0.22 -0.500
H 6.52939 2.17807 2.78364 -0.04 -0.03 0.00 0.293
H 7.78664 1.65898 1.60788 0.22 0.46 0.06 0.335
H 6.60678 2.95717 1.16573 0.06 -0.07 -0.11 0.307
C 1.79762 -1.37460 2.44353 0.02 0.14 -0.05 -0.782
N 1.49876 -1.67965 3.86849 0.06 -0.06 0.00 0.951
O 2.39625 -1.54810 4.68027 -0.03 -0.03 -0.03 -0.526
O 0.37137 -2.04256 4.13684 0.06 0.06 0.00 -0.573
H 2.83341 -1.06642 2.36538 -0.01 -0.02 0.04 0.167
H 1.61409 -2.28266 1.87719 -0.04 0.04 -0.01 0.301
H 1.11896 -0.58475 2.13126 -0.05 -0.03 0.01 0.484
C 7.30977 -1.78312 2.09755 0.13 -0.02 -0.09 -0.787
N 8.48522 -1.00059 2.57655 -0.09 0.10 0.08 0.974
O 8.90849 -0.10558 1.86593 0.06 -0.29 0.10 -0.618
O 8.93683 -1.28449 3.66640 0.03 -0.04 -0.07 -0.528
H 7.02320 -1.39148 1.12783 0.00 -0.09 0.01 0.259
H 7.60991 -2.82554 2.04465 0.05 0.01 0.03 0.372
H 6.51938 -1.65523 2.83085 0.03 -0.01 0.00 0.250
C 2.40347 -1.83333 -5.74047 0.09 0.03 0.01 -0.793
N 2.09663 -2.17936 -4.32425 0.03 -0.08 -0.04 0.840
O 2.94826 -1.96132 -3.48919 -0.08 -0.06 -0.06 -0.465
O 1.00017 -2.65692 -4.10492 0.08 0.03 0.00 -0.510
H 3.40427 -1.42062 -5.77800 0.00 0.00 0.01 0.316
H 2.31997 -2.74788 -6.31963 -0.04 0.01 0.00 0.301
H 1.65695 -1.11458 -6.06511 -0.03 -0.03 -0.01 0.301
C -3.32783 7.89658 -5.07341 0.04 -0.06 -0.06 -0.756
N -2.37523 8.00268 -3.93607 -0.05 -0.05 0.11 0.890
O -1.31486 7.41555 -4.01510 -0.06 0.02 0.00 -0.533
O -2.73415 8.66216 -2.98219 0.02 0.13 -0.15 -0.492
H -2.87483 7.27566 -5.83640 0.01 0.00 0.01 0.305
H -4.23949 7.45700 -4.67922 -0.01 0.03 0.01 0.294
H -3.51656 8.90487 -5.42924 -0.03 0.00 0.03 0.295
C 10.83328 -2.24931 6.26827 0.04 0.00 -0.11 -0.684
N 10.91311 -3.56361 6.96359 -0.02 -0.04 0.07 0.878
O 11.39562 -4.49953 6.35995 -0.03 0.05 0.02 -0.524
O 10.48351 -3.60860 8.09886 0.03 0.00 -0.08 -0.527
H 11.24606 -2.36271 5.27376 -0.01 -0.02 0.00 0.293
H 9.78659 -1.96509 6.22968 0.00 0.02 0.03 0.265
H 11.39889 -1.53735 6.86160 -0.04 0.00 0.03 0.304
C 4.42727 -4.61756 3.85770 -2.57 -0.47 3.39 -0.787
N 3.72660 -4.50533 2.54821 -4.55 0.34 1.58 0.932
O 3.89739 -3.49053 1.90233 -6.52 3.43 -1.54 -0.431
O 3.02311 -5.43600 2.21324 -0.50 0.25 0.28 -0.564
H 5.00224 -3.71274 4.00961 -0.44 -0.14 0.82 0.191
H 3.66304 -4.74032 4.61966 -0.30 -0.04 0.24 0.402
H 5.05970 -5.49852 3.80752 -0.39 -0.13 0.83 0.290
C 5.08404 -6.03186 0.82921 0.52 -0.22 -0.28 -0.972
N 5.96841 -5.09114 1.57048 0.64 -0.85 -0.67 0.900
O 7.16274 -5.14159 1.36317 0.69 0.32 -0.35 -0.626
O 5.42868 -4.32139 2.34114 13.24 -2.40 -4.15 -0.338
H 5.70596 -6.64427 0.18819 0.14 0.11 0.07 0.321
H 4.55647 -6.62551 1.56967 0.05 -0.16 -0.19 0.366
H 4.38237 -5.42856 0.26042 -0.03 -0.10 0.01 0.349
C 0.74658 1.24931 5.42829 0.13 -0.03 0.01 -0.724
N 0.25300 2.01873 6.60387 -0.04 0.04 0.05 0.890
O 1.02415 2.21303 7.52099 -0.04 -0.01 -0.06 -0.532
O -0.89790 2.40224 6.56136 0.07 -0.02 0.01 -0.536
H 1.77915 0.97526 5.60764 -0.01 0.00 0.04 0.317
H 0.11442 0.37098 5.32920 -0.04 0.03 -0.02 0.263
H 0.64751 1.89399 4.55931 -0.08 -0.02 0.00 0.308
```
Positions in Å, forces in eV/Å.

Summary:
- Net charge: 0
- Kohn-Sham gap: 7.75 eV


(3)
Below is a structure of composition C53H42Br2N4OP2PbSe at a distorted geometry, with properties calculated with ωB97M-V with the def2-TZVPD basis set.

```
106
Properties=species:S:1:pos:R:3:forces:R:3:mulliken_charge:R:1
Pb -0.35712 -0.53315 -1.05909 -0.57 -0.23 0.78 0.844
C 4.58349 -0.59364 -0.18108 0.14 0.04 -0.03 -1.158
C 3.21252 -0.83226 -0.33830 -0.11 0.05 -0.04 -0.659
N 2.39415 0.02822 -0.90301 0.14 0.08 -0.05 1.503
C 2.88056 1.20220 -1.35340 0.38 0.00 0.11 -0.536
C 4.24746 1.53043 -1.24581 -0.27 -0.15 -0.04 1.577
C 5.09929 0.59059 -0.63795 -0.08 -0.05 -0.01 -1.157
C 4.73162 2.76509 -1.77938 0.04 0.17 -0.07 -1.002
C 3.88971 3.64974 -2.35403 0.19 -0.01 0.08 -1.071
C 2.48782 3.38042 -2.43452 -0.16 -0.23 0.06 1.322
C 1.57673 4.30170 -2.98023 -0.09 -0.08 -0.01 -0.738
C 0.25342 3.96090 -3.08312 0.10 0.13 -0.02 -1.437
C -0.15411 2.70211 -2.62521 -0.02 0.03 0.04 -0.443
N 0.67032 1.83777 -2.07484 0.18 0.00 -0.19 0.439
C 1.97722 2.15142 -1.96842 -0.02 0.36 -0.14 -0.527
H 5.20890 -1.34297 0.28255 -0.01 0.00 0.03 0.560
H 2.76641 -1.75883 0.01050 0.05 -0.04 -0.02 0.399
H 6.15461 0.81592 -0.54553 0.02 -0.01 0.00 0.438
H 5.79463 2.96355 -1.72198 0.00 0.04 0.00 0.430
H 4.26064 4.57350 -2.78012 0.01 0.03 0.06 0.419
H 1.93009 5.27195 -3.30649 0.03 -0.02 -0.07 0.428
H -0.46871 4.63961 -3.51405 -0.03 0.00 0.01 0.485
H -1.19090 2.38855 -2.70333 -0.01 -0.07 -0.03 0.605
C 1.05627 1.19015 2.31270 -0.29 0.04 -0.14 -1.490
C 0.08311 2.18418 1.63360 -0.02 -0.38 0.22 0.212
P -1.56112 1.77873 2.42511 -0.34 1.16 -0.47 0.202
C -2.71509 1.32014 1.08351 0.02 0.01 0.05 0.716
C -2.95907 2.08628 -0.05674 -0.03 -0.09 0.03 0.415
C -4.08190 1.84725 -0.83130 0.08 0.11 -0.09 -1.223
C -4.92825 0.79227 -0.52660 -0.01 -0.06 -0.03 -0.624
C -4.61975 -0.05810 0.52304 -0.09 0.03 -0.04 -0.722
C -3.53557 0.22138 1.33930 0.07 0.02 -0.07 -0.157
C -2.12911 3.48907 2.85681 0.08 -0.25 0.24 0.191
C -2.40336 4.53828 1.98177 -0.02 0.05 0.12 -0.149
C -2.75214 5.78738 2.47192 0.00 0.02 -0.11 -0.768
C -2.81825 6.01568 3.83903 -0.01 0.00 0.05 -0.528
C -2.53961 4.98355 4.72006 -0.03 0.07 0.03 -0.655
C -2.20387 3.72960 4.22910 -0.01 -0.01 -0.05 -0.503
P 0.07631 -0.39086 2.54626 0.81 -0.41 0.49 1.450
C -0.18824 -0.43371 4.38468 -0.03 -0.16 -0.09 0.438
C -1.49955 -0.43152 4.85957 0.10 -0.10 0.07 -0.177
C -1.76701 -0.40064 6.21773 -0.02 -0.02 0.00 -0.808
C -0.71997 -0.38878 7.12829 0.00 -0.02 0.06 -0.548
C 0.58607 -0.44217 6.67102 0.09 0.02 0.04 -0.718
C 0.85135 -0.47194 5.30801 -0.12 0.09 0.00 -0.582
C 1.43686 -1.64302 2.44606 -0.20 0.06 -0.11 1.071
C 1.05765 -2.91095 2.00271 -0.05 0.05 -0.04 -1.104
C 1.99034 -3.93070 1.87875 0.05 -0.02 -0.02 -0.575
C 3.31925 -3.69054 2.19989 0.03 -0.04 0.00 -0.668
C 3.70857 -2.43281 2.63955 0.05 0.04 0.07 -1.042
C 2.77638 -1.41172 2.75735 -0.04 -0.10 -0.03 -0.228
H 1.37507 1.57807 3.28211 0.08 -0.02 -0.04 0.599
H 1.93886 0.99662 1.69948 -0.01 -0.01 0.02 0.408
H 0.05119 2.01353 0.55562 0.01 0.05 -0.02 -0.750
H 0.35688 3.22332 1.81754 -0.04 -0.01 -0.03 0.800
H -2.27221 2.87626 -0.33186 -0.05 0.05 -0.02 0.392
H -4.29688 2.48630 -1.67748 0.02 -0.04 -0.07 0.376
H -5.81417 0.62167 -1.12354 0.04 -0.06 -0.06 0.394
H -5.22964 -0.93058 0.71048 -0.03 -0.02 0.05 0.423
H -3.31554 -0.42910 2.17541 0.02 -0.01 0.03 0.087
H -2.35318 4.39284 0.91382 0.00 0.03 -0.01 0.329
H -2.97442 6.58824 1.77752 0.01 0.02 0.01 0.419
H -3.08692 6.99512 4.21318 -0.01 0.00 0.00 0.368
H -2.58867 5.15397 5.78794 0.00 -0.02 0.01 0.424
H -1.99219 2.91620 4.91465 -0.01 0.01 0.02 0.362
H -2.31859 -0.43996 4.15566 -0.03 0.05 -0.03 0.245
H -2.79197 -0.37445 6.56545 0.00 -0.04 0.00 0.445
H -0.92199 -0.35187 8.19094 0.00 0.00 0.01 0.380
H 1.40638 -0.45539 7.37778 0.01 -0.01 0.00 0.430
H 1.87836 -0.52940 4.97462 0.03 0.04 0.00 0.270
H 0.01796 -3.07907 1.74060 0.00 -0.04 -0.01 0.361
H 1.68453 -4.90996 1.53246 -0.03 0.00 -0.01 0.483
H 4.05028 -4.48442 2.11551 0.01 -0.01 -0.02 0.416
H 4.74509 -2.24638 2.89495 0.01 0.00 0.00 0.467
H 3.10247 -0.43200 3.08565 0.00 0.01 -0.01 0.412
C 2.14907 -1.87413 -3.37447 -0.07 -0.01 0.09 -1.515
C 1.26391 -2.98202 -2.88318 -0.04 -0.04 0.10 0.268
C 1.47011 -4.28068 -3.39036 -0.04 -0.14 -0.05 -1.068
C 0.62000 -5.28941 -3.05294 0.07 0.11 -0.03 -1.099
C -0.45157 -5.04026 -2.16910 -0.01 0.26 0.12 1.041
C -1.39591 -6.00897 -1.78443 -0.12 -0.33 0.02 0.010
Br -1.32360 -7.76634 -2.52106 -0.01 0.11 0.06 -0.253
C -2.37577 -5.72136 -0.87145 0.15 -0.09 -0.15 -0.411
C -2.43918 -4.45147 -0.31259 0.18 0.41 0.05 -0.295
Br -3.74577 -4.07574 0.99854 -0.06 -0.06 0.00 -0.216
C -1.56177 -3.40592 -0.64532 -0.30 -0.21 0.21 -0.168
O -1.64101 -2.25585 -0.08127 0.33 0.14 -0.35 0.042
C -0.55175 -3.72840 -1.62764 -0.09 -0.40 -0.02 -0.168
N 0.30207 -2.73587 -2.01581 0.22 0.01 -0.14 1.374
H 2.30244 -1.96825 -4.44931 -0.01 0.01 0.00 0.525
H 3.12586 -1.92531 -2.88934 0.02 0.04 -0.01 0.480
H 1.70853 -0.90143 -3.16762 0.04 0.05 -0.06 0.039
H 2.29699 -4.45498 -4.06542 -0.01 0.01 -0.04 0.569
H 0.75297 -6.28350 -3.45602 0.00 -0.01 -0.01 0.337
H -3.09154 -6.47501 -0.57557 0.00 -0.01 0.00 0.451
Se -2.27161 -0.37473 -3.03240 -0.25 0.02 -0.44 -0.374
C -1.55207 -0.35791 -4.81236 -0.07 -0.01 0.39 0.133
C -0.65076 -1.31420 -5.26849 0.00 0.05 -0.11 -0.134
C -0.26494 -1.28596 -6.59964 0.01 -0.01 0.05 -0.412
N -0.70753 -0.39546 -7.48180 0.05 0.02 -0.17 -0.636
C -1.57058 0.51525 -7.03879 0.02 0.00 0.00 -0.423
C -2.01637 0.58272 -5.72857 0.09 -0.04 -0.02 -0.531
H -0.27717 -2.08060 -4.60452 -0.09 -0.03 -0.05 0.590
H 0.42683 -2.02695 -6.98938 0.02 -0.02 0.06 0.380
H -1.92488 1.22348 -7.78098 -0.03 0.04 0.05 0.354
H -2.72479 1.34041 -5.42154 -0.01 0.01 -0.02 0.420
```
Positions in Å, forces in eV/Å.

Summary:
- Net charge: 0
- Kohn-Sham gap: 6.53 eV